Entry 1:
Below is C27H34N2O3 in the gas phase, with properties calculated with ωB97M-V/def2-TZVPD.

Output
Molecular weight in g mol⁻¹: 434.6
Largest force on an atom in eV/A: 0.720
Total charge: 0
Energy above the lowest of the compared OMol25 structures with the same formula, charge and spin in kJ/mol: 0.00
E in Eh: -1384.55611
SMILES: COc1ccc(CNC(=O)C[C@H]2C(=O)N(C3CCCCC3)C[C@@H]2Cc2ccccc2)cc1
Kohn-Sham gap in eV: 8.992

Last column: Mulliken charge in e.
Geometry (Å):
C: 3.89 -3.52 -0.60  -0.778
O: 2.87 -2.96 -1.39  -0.451
C: 2.87 -1.60 -1.58  0.535
C: 3.77 -0.71 -1.00  -0.281
C: 3.65 0.64 -1.25  -0.886
C: 2.66 1.14 -2.08  0.498
C: 2.41 2.62 -2.19  -1.398
N: 1.35 2.94 -1.24  -0.159
C: 0.06 2.98 -1.62  0.271
O: -0.31 3.19 -2.76  -0.624
C: -0.91 2.67 -0.48  -1.114
C: -0.87 1.15 -0.26  1.117
C: 0.16 0.73 0.79  0.427
O: 1.23 1.26 1.01  -0.822
N: -0.32 -0.34 1.44  0.325
C: 0.48 -1.11 2.37  -0.449
C: 0.78 -2.51 1.84  -0.393
C: 1.72 -3.23 2.80  -0.669
C: 1.10 -3.32 4.19  -0.858
C: 0.77 -1.92 4.71  -0.787
C: -0.17 -1.20 3.75  -0.842
C: -1.63 -0.75 0.98  -1.132
C: -2.16 0.49 0.23  0.292
C: -3.14 0.11 -0.88  -1.385
C: -3.73 1.32 -1.56  0.084
C: -3.26 1.74 -2.79  0.045
C: -3.78 2.87 -3.39  -0.611
C: -4.77 3.60 -2.76  -0.450
C: -5.25 3.18 -1.53  -0.669
C: -4.73 2.05 -0.93  -0.109
C: 1.78 0.24 -2.68  -0.277
C: 1.88 -1.11 -2.43  -0.366
H: 4.88 -3.32 -1.02  0.392
H: 3.85 -3.15 0.43  0.206
H: 3.70 -4.59 -0.60  0.244
H: 4.55 -1.06 -0.34  0.412
H: 4.33 1.33 -0.77  0.326
H: 2.04 2.90 -3.19  0.465
H: 3.30 3.20 -1.95  0.410
H: 1.53 2.59 -0.30  0.402
H: -1.91 2.98 -0.78  0.369
H: -0.62 3.20 0.42  0.531
H: -0.56 0.67 -1.19  -0.303
H: 1.42 -0.55 2.45  0.370
H: 1.22 -2.44 0.84  0.135
H: -0.15 -3.08 1.75  0.321
H: 1.93 -4.24 2.42  0.364
H: 2.66 -2.69 2.85  0.344
H: 1.79 -3.81 4.87  0.363
H: 0.19 -3.91 4.14  0.338
H: 0.31 -1.99 5.70  0.400
H: 1.69 -1.35 4.82  0.373
H: -0.39 -0.19 4.12  0.371
H: -1.11 -1.75 3.69  0.331
H: -2.27 -1.02 1.83  0.361
H: -1.56 -1.60 0.30  0.332
H: -2.65 1.16 0.94  0.349
H: -2.63 -0.51 -1.61  0.546
H: -3.95 -0.48 -0.43  0.511
H: -2.48 1.18 -3.29  0.210
H: -3.39 3.19 -4.35  0.395
H: -5.18 4.48 -3.23  0.386
H: -6.03 3.74 -1.04  0.392
H: -5.11 1.73 0.03  0.408
H: 1.00 0.61 -3.33  0.393
H: 1.20 -1.82 -2.89  0.469

Entry 2:
Below is a molecular structure, C27H34N3O7S3SiV, with properties calculated with ωB97M-V/def2-TZVPD.

Output
Molecular weight in g mol⁻¹: 687.8
Largest force on an atom in eV/A: 2.620
Multiplicity: 3
Total charge: 0
Energy above the lowest of the compared OMol25 structures with the same formula, charge and spin in kJ/mol: 49.86
E in Eh: -4168.57883
Kohn-Sham gap (spin up / spin down) in eV: 5.867 / 5.729

Last column: Löwdin spin population.
Geometry (Å):
V: 0.35 0.66 -1.85  1.841
O: 0.33 -3.22 -3.15  0.008
C: 0.54 -2.05 -2.61  0.015
O: -0.20 -1.09 -2.74  0.006
C: 1.79 -1.86 -1.80  0.031
C: 2.86 -2.71 -1.62  -0.006
C: 3.96 -2.23 -0.92  0.036
C: 3.94 -0.94 -0.41  -0.005
C: 2.82 -0.16 -0.61  0.036
N: 1.78 -0.62 -1.29  0.006
C: 2.52 1.26 -0.21  0.029
O: 3.31 1.98 0.55  0.015
O: 1.48 1.73 -0.62  0.006
H: -0.49 -3.18 -3.67  0.000
H: 2.84 -3.71 -2.03  -0.001
H: 4.82 -2.86 -0.77  0.002
H: 4.81 -0.56 0.13  -0.001
H: 4.08 1.49 0.86  0.000
S: -0.81 2.30 -2.93  -0.048
C: 0.04 2.71 -4.41  0.001
C: -0.51 3.66 -5.27  -0.006
C: 0.12 3.99 -6.46  0.003
C: -0.47 4.98 -7.32  0.000
N: -0.96 5.75 -8.02  0.002
C: 1.34 3.37 -6.79  -0.003
C: 1.89 2.43 -5.94  0.000
C: 1.25 2.09 -4.74  -0.004
S: 1.96 0.92 -3.67  -0.032
C: 2.02 3.69 -8.02  0.000
N: 2.59 3.92 -9.00  -0.002
H: -1.44 4.13 -5.02  0.000
H: 2.82 1.96 -6.21  0.000
C: 1.47 -2.69 2.00  0.000
C: 1.34 -1.25 2.48  0.000
C: 2.71 -0.59 2.60  0.000
C: 0.65 -1.21 3.84  0.000
O: 0.62 -0.50 1.48  0.002
Si: -1.03 -0.39 1.31  0.011
S: -1.55 0.50 -0.50  0.046
O: -1.68 0.38 2.60  0.003
C: -1.83 1.77 2.95  0.000
C: -0.58 2.54 2.52  0.001
C: -3.07 2.32 2.27  0.001
C: -1.99 1.80 4.46  0.000
O: -1.54 -1.95 1.41  0.003
C: -2.84 -2.51 1.67  0.000
C: -3.04 -2.59 3.18  0.000
C: -2.82 -3.90 1.05  0.000
C: -3.94 -1.66 1.04  0.000
H: 2.04 -3.28 2.71  0.000
H: 1.99 -2.71 1.04  0.000
H: 0.48 -3.13 1.87  0.000
H: 3.22 -0.92 3.51  0.000
H: 2.59 0.49 2.65  0.000
H: 3.34 -0.84 1.75  0.000
H: 1.23 -1.79 4.56  0.000
H: -0.35 -1.63 3.80  0.000
H: 0.57 -0.18 4.21  0.000
H: -0.47 2.54 1.44  0.000
H: 0.31 2.09 2.97  0.000
H: -0.65 3.58 2.86  0.000
H: -3.00 2.22 1.19  0.001
H: -3.19 3.38 2.51  0.000
H: -3.96 1.79 2.61  0.000
H: -1.08 1.43 4.95  0.000
H: -2.82 1.17 4.76  0.000
H: -2.17 2.82 4.81  0.000
H: -2.26 -3.22 3.63  0.000
H: -4.01 -3.04 3.42  0.000
H: -2.99 -1.60 3.63  0.000
H: -1.99 -4.48 1.46  0.000
H: -2.70 -3.83 -0.03  0.000
H: -3.75 -4.43 1.26  0.000
H: -3.98 -0.67 1.51  0.000
H: -4.91 -2.14 1.16  0.000
H: -3.75 -1.52 -0.03  0.000